[1]
Entry from the Open Molecules 2025 dataset: 3 unconnected molecules or ions with the total composition C6H20N4 at a distorted geometry (the ωB97M-V functional and the def2-TZVPD basis).

XYZ file:
```
30
Properties=species:S:1:pos:R:3:forces:R:3
N -3.52201 -4.58088 0.55749 -3.635 0.698 -1.181
N 4.68187 8.99539 -1.17513 -1.666 0.326 -1.130
N -3.03806 -3.74360 -0.50199 0.040 0.624 4.465
N 5.61084 6.57780 0.52230 -0.673 1.363 0.259
C -4.03767 -2.85623 -0.88671 -0.037 0.561 -4.077
C -2.13994 -4.35121 -1.32368 0.354 -1.087 -3.877
C 4.82038 8.85846 0.06119 -0.911 2.480 1.254
C 6.94745 6.56674 0.91806 1.206 -1.918 -4.526
C -2.58283 -4.70668 1.61917 2.695 0.519 3.094
C -4.14953 -5.92972 0.18143 0.348 -0.597 -0.616
H -3.10093 -4.64494 2.68580 1.069 -0.348 -2.384
H 7.59111 6.97185 0.00418 -0.928 -0.147 2.154
H -2.01045 -5.71382 1.49645 -0.856 2.036 0.410
H -1.10263 -4.29422 -1.09279 0.833 -0.198 0.983
H -4.92147 -6.03928 0.94236 -0.211 -0.289 -0.341
H -4.38897 -3.98759 0.81993 1.863 -1.380 0.277
H -2.49172 -5.38778 -1.48650 0.763 0.167 -0.475
H -3.54652 -2.01846 -1.41098 -0.472 0.006 0.573
H -1.88404 -3.76573 1.48401 -1.177 -2.166 0.661
H 7.04919 5.44186 0.48754 0.925 1.285 1.770
H -4.72775 -2.54760 -0.15579 -0.357 0.706 1.361
H 4.43908 9.55673 0.89562 0.696 -1.060 -1.191
H 7.26994 6.85743 1.91376 0.003 -0.500 0.012
H -4.63418 -3.33986 -1.65782 -0.666 0.092 -0.447
H 4.92817 8.12559 -1.65654 0.248 0.329 -0.696
H -3.41073 -6.78328 0.34400 -0.897 1.335 -0.579
H -4.57129 -5.88661 -0.88134 0.573 -0.096 1.679
H 4.07362 9.74099 -1.71756 1.543 -1.582 1.405
H -2.15892 -3.81169 -2.30217 -0.261 -0.631 0.477
H 5.00800 6.69636 1.31570 -0.413 -0.530 0.688
```
Forces are in eV/Å.

Calculated values
Kohn-Sham gap (alpha / beta) ... 7.58 / 6.18 eV
F_max ... 5.06 eV Å⁻¹
Calculated total energy ... -12482.858 eV
2S+1 ... 3
M ... 148.254 g mol⁻¹
Charge ... +2
LUMO (alpha / beta) ... -6.35 / -8.28 eV

Mulliken atomic charge list, values in e, 8 entries: 0.08 -0.24 -0.06 -0.49 -1.06 -0.92 0.12 -0.59


[2]
Entry from the Open Molecules 2025 dataset: 4 unconnected molecules or ions with the total composition C6H20O4 at a distorted geometry (the ωB97M-V functional and the def2-TZVPD basis).

XYZ file:
```
30
Properties=species:S:1:pos:R:3:forces:R:3
O 0.55217 -0.23687 0.49145 -0.145 0.038 0.398
O -0.30757 1.13913 -2.63983 0.072 -0.131 0.375
O 4.64200 0.00946 -1.81432 0.175 -0.123 0.019
O -2.20181 -0.79448 1.55950 0.245 -0.069 0.443
C 4.35472 -1.26943 -2.37887 -1.399 0.995 0.095
C -0.78377 -0.02940 -3.29297 0.710 0.056 -0.405
C -4.06316 0.49838 2.23875 -0.963 0.752 -0.436
C 1.89049 -0.50178 0.82371 1.579 -0.088 -0.266
C -2.57457 0.50267 1.99371 0.519 0.693 0.049
C -1.79024 0.98474 3.20473 0.051 -1.328 1.460
H 4.46960 -1.22739 -3.46237 0.749 -0.562 0.017
H -2.32571 1.21964 1.19388 -0.333 -0.102 -0.100
H -4.55823 0.13230 1.33614 -0.022 -0.428 0.218
H 3.26905 -1.37950 -2.28821 0.063 -0.100 0.296
H 2.59969 0.30290 0.59479 -0.384 0.266 -0.347
H 0.49852 -0.12534 -0.46422 -0.099 0.196 0.067
H -1.85650 -0.01191 -3.46737 -0.074 -0.128 0.112
H 2.08715 -0.66541 1.88327 -0.879 -0.167 0.136
H -1.23355 -0.82325 1.58591 -0.115 -0.046 -0.345
H -0.86013 1.89420 -2.84737 -0.070 -0.036 -0.089
H -0.48338 -0.89402 -2.70152 -0.345 0.028 0.231
H -1.93446 0.29143 4.05429 -0.545 0.079 -0.208
H 4.80716 -2.07255 -1.80465 0.406 -0.219 -0.461
H 5.54196 0.24802 -2.05364 -0.013 0.006 0.053
H -0.69952 0.90883 3.15331 -0.052 0.621 -0.785
H -0.25088 -0.15559 -4.24206 -0.261 0.094 -0.151
H -4.41888 -0.01588 3.13193 0.413 -0.527 -0.141
H -2.13986 1.94929 3.56705 0.250 0.216 -0.259
H -4.50838 1.49591 2.35596 0.581 0.166 -0.035
H 2.27809 -1.37410 0.28903 -0.114 -0.153 0.059
```
Forces are in eV/Å.

Calculated values
SMILES string ... CC(C)O.CO.CO.CO
Kohn-Sham gap ... 10.23 eV
F_max ... 1.97 eV Å⁻¹
Calculated total energy ... -14734.481 eV
M ... 156.222 g mol⁻¹
LUMO ... 0.67 eV

Mulliken atomic charge list, values in e, 8 entries: -0.40 -0.50 -0.49 -0.57 -0.49 -0.49 -1.39 -0.71


[3]
Entry from the Open Molecules 2025 dataset: 4 unconnected molecules or ions with the total composition C6H20O4 at a distorted geometry (the ωB97M-V functional and the def2-TZVPD basis).

XYZ file:
```
30
Properties=species:S:1:pos:R:3:forces:R:3
O 0.77832 -0.74683 2.61266 -0.509 -0.219 0.490
O 0.04590 1.41282 0.84773 0.172 0.366 0.151
O 0.45799 0.83132 -3.43234 0.288 0.298 0.098
O -1.56073 -1.55803 0.20595 0.131 0.136 0.148
C 3.12651 -1.36451 2.43712 0.313 0.803 -0.109
C 0.35206 -0.52549 -3.05792 -0.514 -1.080 -0.214
C 1.74976 -1.35311 1.79753 0.212 -0.477 -1.266
C -1.09604 1.87824 1.56242 -0.608 -0.182 -0.063
C -1.11051 -0.98705 -3.08101 0.177 0.482 0.105
C -2.17213 2.37135 0.61900 -0.310 -0.325 -0.107
H -0.92610 -1.16684 0.82641 -0.087 -0.075 -0.040
H 1.71234 -0.87761 0.80678 0.542 0.348 0.176
H 0.76678 -0.62320 -2.05524 -0.090 0.180 0.062
H -2.49640 1.57451 -0.05494 0.084 0.072 -0.076
H 1.44342 -2.36661 1.51357 -0.233 -0.087 0.686
H 0.94302 -1.19867 -3.69388 0.119 0.293 -0.093
H 3.93813 -1.75749 1.82108 -0.340 -0.272 -0.249
H -1.53047 -0.92763 -4.08798 0.084 0.124 -0.038
H 0.23863 0.93479 -4.36208 -0.045 -0.116 -0.015
H -1.28179 -2.00322 -2.72879 0.244 0.044 0.190
H 3.42142 -0.32405 2.61711 -0.051 -0.092 0.261
H 0.75764 0.19915 2.43025 0.192 -0.083 -0.206
H 0.19365 1.97337 0.07676 0.058 -0.001 0.104
H -1.41396 0.99942 2.12841 -0.240 0.124 0.022
H -3.06081 2.70437 1.15717 0.088 0.052 0.090
H -2.03662 -0.80554 -0.16064 0.079 -0.056 0.023
H -0.92451 2.67806 2.29312 0.678 -0.079 -0.119
H -1.80808 3.20975 0.02151 0.007 -0.001 -0.010
H 3.13555 -1.90208 3.38262 -0.152 0.010 0.057
H -1.64301 -0.27919 -2.44239 -0.292 -0.188 -0.058
```
Forces are in eV/Å.

Calculated values
SMILES string ... CCO.CCO.CCO.O
Kohn-Sham gap ... 10.97 eV
F_max ... 1.37 eV Å⁻¹
Calculated total energy ... -14735.511 eV
M ... 156.222 g mol⁻¹
LUMO ... 0.67 eV

Mulliken atomic charge list, values in e, 8 entries: -0.52 -0.49 -0.53 -0.66 -1.16 -0.08 -0.05 -0.15


[4]
Entry from the Open Molecules 2025 dataset: 4 unconnected molecules or ions with the total composition C6H20O4 at a distorted geometry (the ωB97M-V functional and the def2-TZVPD basis).

XYZ file:
```
30
Properties=species:S:1:pos:R:3:forces:R:3
O -13.90856 18.45274 -1.38827 0.647 0.243 -0.099
O -8.15534 18.70058 -2.43021 0.266 0.004 0.451
O -15.44498 17.75323 1.15004 0.247 0.093 0.872
O -11.76018 16.65590 -2.30253 0.283 0.062 0.224
C -9.21329 19.16640 -0.30712 0.160 -0.491 1.582
C -8.13036 18.37893 -1.01660 -0.032 0.480 -0.609
C -16.82482 17.62682 0.90893 0.028 -0.076 -0.501
C -13.33847 19.58912 -2.09046 -1.027 -0.582 0.931
C -8.31531 16.88050 -0.95261 -0.159 0.278 0.107
C -11.74630 15.56723 -1.39846 0.148 -0.720 0.821
H -7.89896 19.62687 -2.49474 -0.084 -0.042 -0.190
H -12.43898 14.78950 -1.72511 -0.034 0.033 0.094
H -13.25384 17.74928 -1.51220 -0.219 0.012 -0.111
H -17.27642 18.51928 0.45697 0.186 -0.061 -0.151
H -7.52010 16.37060 -1.49164 -0.059 -0.004 -0.125
H -12.30788 19.74384 -1.77736 0.168 -0.067 -0.386
H -13.91082 20.45351 -1.75485 -0.013 0.035 -0.209
H -17.33994 17.49161 1.85976 0.209 -0.186 0.056
H -13.49191 19.41950 -3.15438 0.420 0.296 -0.122
H -11.01757 16.57989 -2.90883 -0.076 0.086 -0.027
H -9.06215 20.24536 -0.32955 -0.161 0.031 -0.566
H -11.99050 15.88465 -0.37884 -0.536 0.336 -0.308
H -9.14055 18.95353 0.77277 0.039 -0.112 -0.156
H -14.92741 17.91488 0.35647 -0.264 0.207 -0.461
H -9.28189 16.70338 -1.42216 0.066 -0.361 -0.007
H -7.16151 18.67579 -0.59893 0.055 -0.102 -0.053
H -8.33330 16.50111 0.06878 -0.064 0.100 0.044
H -10.77374 15.10047 -1.20506 0.134 0.138 -0.713
H -10.22350 18.85205 -0.56576 0.014 0.234 -0.464
H -16.99828 16.75555 0.26482 -0.340 0.134 0.077
```
Forces are in eV/Å.

Calculated values
SMILES string ... CC(C)O.CO.CO.CO
Kohn-Sham gap ... 10.33 eV
F_max ... 1.66 eV Å⁻¹
Calculated total energy ... -14734.848 eV
M ... 156.222 g mol⁻¹
LUMO ... 0.66 eV

Mulliken atomic charge list, values in e, 8 entries: -0.58 -0.55 -0.49 -0.54 -1.02 0.48 -0.51 -0.47